{"formula": "C34H44N6O3ReS4Si", "method": "ωB97M-V/def2-TZVPD", "orbital_gap_ha": [0.238, 0.231], "e_homo_ev": [-7.01, -7.50], "multiplicity": 2, "total_energy_ha": -3837.0444, "relative_energy_ev": 1.0609, "charge": 0, "species": ["Re", "S", "S", "S", "S", "Si", "O", "O", "O", "N", "N", "N", "N", "N", "N", "C", "C", "C", "C", "C", "C", "C", "C", "C", "C", "C", "C", "C", "C", "C", "C", "C", "C", "C", "C", "C", "C", "C", "C", "C", "C", "C", "C", "C", "C", "C", "C", "C", "C", "H", "H", "H", "H", "H", "H", "H", "H", "H", "H", "H", "H", "H", "H", "H", "H", "H", "H", "H", "H", "H", "H", "H", "H", "H", "H", "H", "H", "H", "H", "H", "H", "H", "H", "H", "H", "H", "H", "H", "H", "H", "H", "H", "H"], "positions_angstrom": [[0.104, -0.752, -1.305], [1.051, 1.492, -1.198], [2.228, -1.306, -2.473], [-1.885, 0.027, -0.247], [0.583, -1.700, 0.754], [1.535, 2.557, 0.580], [2.949, 3.226, 0.099], [0.399, 3.677, 0.951], [1.788, 1.709, 1.942], [2.869, -0.433, -4.864], [-6.057, -3.292, 2.815], [-0.343, 0.085, -3.340], [-2.913, -5.517, 4.118], [-0.705, -2.329, -1.775], [0.719, 0.005, -4.266], [-2.664, -3.649, -1.715], [3.275, 5.146, 1.571], [1.189, 2.778, 4.033], [4.720, 3.099, 1.723], [-4.894, -2.738, -1.722], [-0.013, -6.756, -3.384], [-1.042, -2.069, 1.315], [-1.659, 3.887, -0.267], [-3.131, -4.765, -1.022], [-3.631, -2.682, 2.163], [-5.353, -3.845, -1.020], [-2.750, -4.592, 3.457], [-0.401, 1.207, 2.908], [-0.342, -4.644, -2.277], [-1.203, -3.482, -1.949], [0.964, -4.697, -1.795], [1.061, 1.523, 3.178], [-0.831, -5.683, -3.065], [0.399, 5.124, -1.009], [-4.469, -4.856, -0.669], [-0.727, 5.734, 1.139], [1.741, 0.350, 3.868], [-3.554, -2.636, -2.061], [-4.977, -3.024, 2.525], [1.774, -5.777, -2.106], [-2.130, -1.299, 0.872], [-2.544, -3.450, 2.612], [4.832, 4.578, -0.294], [-1.261, -3.121, 2.201], [1.289, -6.804, -2.905], [3.928, 4.011, 0.792], [-3.413, -1.607, 1.318], [-0.388, 4.596, 0.186], [1.913, -0.529, -3.929], [-1.358, 6.475, 0.646], [-0.908, 0.968, 3.846], [-0.479, 0.350, 2.243], [-2.207, 3.510, 0.598], [3.787, -0.775, -4.640], [-0.904, 2.053, 2.444], [-3.186, -1.759, -2.578], [0.654, 0.601, -5.076], [5.519, 3.658, 2.213], [0.666, 4.315, -1.690], [-1.411, 3.039, -0.906], [2.732, 0.035, -5.742], [-2.305, 4.575, -0.817], [-6.393, -3.912, -0.730], [4.041, 5.751, 2.060], [1.318, 5.610, -0.679], [-1.171, -0.338, -3.750], [-5.580, -1.945, -1.993], [1.923, -7.648, -3.147], [2.240, 2.993, 4.236], [-0.203, 5.854, -1.553], [2.797, 0.572, 4.033], [-1.850, -5.646, -3.429], [2.602, 4.762, 2.334], [1.271, 0.155, 4.833], [4.068, 2.669, 2.482], [1.323, -3.901, -1.155], [5.633, 5.175, 0.145], [5.164, 2.283, 1.151], [0.680, 2.633, 4.987], [5.274, 3.765, -0.871], [-0.422, -3.711, 2.548], [2.702, 5.790, 0.901], [-4.820, -5.711, -0.105], [-1.258, 5.346, 2.010], [-4.254, -1.023, 0.971], [0.186, 6.225, 1.482], [-0.516, 1.068, -3.117], [-2.440, -5.547, -0.735], [4.255, 5.208, -0.972], [-0.394, -7.559, -4.002], [2.783, -5.822, -1.718], [1.668, -0.544, 3.249], [0.739, 3.631, 3.525]]}

{"formula": "C34H45As3Br2CrN2O3S", "method": "ωB97M-V/def2-TZVPD", "orbital_gap_ha": [0.275, 0.272], "e_homo_ev": [-10.19, -10.29], "multiplicity": 4, "total_energy_ha": -14955.6604, "relative_energy_ev": 0.1516, "charge": 1, "species": ["Br", "Br", "As", "As", "As", "Cr", "S", "O", "O", "O", "N", "N", "C", "C", "C", "C", "C", "C", "C", "C", "C", "C", "C", "C", "C", "C", "C", "C", "C", "C", "C", "C", "C", "C", "C", "C", "C", "C", "C", "C", "C", "C", "C", "C", "C", "C", "H", "H", "H", "H", "H", "H", "H", "H", "H", "H", "H", "H", "H", "H", "H", "H", "H", "H", "H", "H", "H", "H", "H", "H", "H", "H", "H", "H", "H", "H", "H", "H", "H", "H", "H", "H", "H", "H", "H", "H", "H", "H", "H", "H", "H"], "positions_angstrom": [[2.970, -3.267, -2.235], [-0.377, -2.638, -6.719], [-1.627, -1.772, -0.035], [-1.621, 1.502, 1.221], [-2.901, -2.168, 5.179], [-0.061, 0.193, -0.246], [2.091, 1.913, -1.696], [0.789, -1.691, 1.846], [1.587, 0.366, 2.170], [1.249, -0.926, -1.165], [1.155, 1.824, -0.388], [-0.763, 0.316, -2.331], [5.905, -0.462, -1.238], [-4.367, -0.385, 1.439], [1.688, -2.161, 2.868], [2.202, 5.922, -1.459], [4.387, 5.218, -2.174], [3.499, 6.231, -1.846], [1.564, -2.337, -3.061], [-1.658, -0.314, -4.886], [-2.465, -2.010, 1.706], [5.390, -0.197, -2.498], [0.878, -0.371, 1.510], [-3.131, 2.613, 0.738], [5.250, -0.010, -0.098], [2.689, 3.595, -1.721], [-2.248, 0.680, -4.162], [4.082, 0.728, -0.208], [1.787, 4.601, -1.398], [-0.630, 2.773, 2.293], [3.591, 0.999, -1.475], [-3.849, -1.311, 3.664], [-2.615, -3.955, 4.431], [3.989, 3.889, -2.113], [-0.151, -0.680, -3.047], [-3.096, -1.922, -1.288], [1.162, -2.710, -4.363], [0.930, -1.330, -2.374], [-2.289, 0.365, 2.669], [4.214, 0.530, -2.624], [-0.833, -3.511, -0.282], [0.128, -2.084, -4.991], [-1.046, -1.551, 5.045], [-1.765, 0.965, -2.871], [-3.209, -0.828, 2.345], [-0.570, -1.035, -4.341], [3.555, 1.049, 0.682], [-0.975, -0.495, 5.304], [-1.575, -4.267, -0.027], [-0.488, -2.117, 5.791], [-3.077, 1.249, -4.559], [1.685, -3.515, -4.862], [-2.758, 3.617, 0.545], [-4.378, -0.469, 4.116], [-1.653, -2.348, 2.349], [-3.575, -4.375, 4.131], [-4.623, -2.050, 3.427], [-1.383, 0.024, 3.173], [-3.779, -2.693, -0.936], [5.647, -0.235, 0.883], [-2.687, -2.217, -2.255], [1.643, 2.114, 0.457], [-0.594, -1.721, 4.067], [0.208, 2.270, 2.770], [-3.817, 2.638, 1.581], [-0.259, 3.570, 1.652], [-2.013, -0.560, -5.878], [-3.160, -2.846, 1.589], [6.816, -1.037, -1.139], [2.676, -2.300, 2.431], [-4.984, 0.369, 1.931], [-1.306, 3.188, 3.039], [3.788, 0.726, -3.601], [-3.633, -0.985, -1.408], [1.749, -1.463, 3.698], [0.044, -3.599, 0.353], [-0.537, -3.623, -1.324], [-2.205, -4.584, 5.221], [4.688, 3.103, -2.359], [-2.212, 1.756, -2.279], [1.509, 6.713, -1.202], [-1.933, -3.969, 3.582], [3.818, 7.264, -1.890], [-2.800, 1.042, 3.358], [1.288, -3.115, 3.200], [-4.021, 0.041, 0.496], [5.891, -0.570, -3.381], [5.400, 5.455, -2.471], [-5.010, -1.233, 1.195], [0.780, 4.350, -1.094], [-3.655, 2.251, -0.143]]}

{"formula": "C34H45Br4CaN2O7PS2", "method": "ωB97M-V/def2-TZVPD", "orbital_gap_ha": 0.206, "e_homo_ev": -1.75, "total_energy_ha": -14070.5253, "relative_energy_ev": 0.0000, "charge": -2, "species": ["Br", "Br", "Br", "Br", "Ca", "S", "S", "P", "O", "O", "O", "O", "O", "O", "O", "N", "N", "C", "C", "C", "C", "C", "C", "C", "C", "C", "C", "C", "C", "C", "C", "C", "C", "C", "C", "C", "C", "C", "C", "C", "C", "C", "C", "C", "C", "C", "C", "C", "C", "C", "C", "H", "H", "H", "H", "H", "H", "H", "H", "H", "H", "H", "H", "H", "H", "H", "H", "H", "H", "H", "H", "H", "H", "H", "H", "H", "H", "H", "H", "H", "H", "H", "H", "H", "H", "H", "H", "H", "H", "H", "H", "H", "H", "H", "H", "H"], "positions_angstrom": [[-4.492, 5.837, -0.601], [0.298, 4.033, -3.204], [-2.348, 6.079, -3.127], [-3.921, 3.556, 1.790], [0.204, 0.507, 0.696], [3.664, -0.912, -1.865], [-1.254, -3.867, 2.644], [-0.989, -1.563, -1.271], [-1.155, -0.835, -2.695], [-2.063, -1.183, -0.316], [-1.379, 2.059, 1.266], [-1.165, -3.129, -1.607], [0.355, 2.245, -0.789], [3.445, -1.968, -2.905], [0.428, -1.272, -0.847], [-0.694, -1.386, 2.258], [0.355, 2.297, 5.100], [2.190, 0.870, 2.374], [0.235, 3.372, 4.118], [-0.933, 3.988, -1.754], [-2.887, 0.854, -2.513], [0.739, 1.050, 4.430], [0.879, -4.345, -1.155], [2.097, 1.110, 3.758], [-0.653, 3.050, -0.757], [4.614, 1.302, 2.621], [-2.502, -2.705, 2.958], [2.433, 0.622, -3.827], [-2.406, -0.384, -3.258], [-2.959, 4.721, -0.684], [-0.951, -5.219, -2.625], [2.696, 0.548, -2.334], [-2.019, -1.424, 2.678], [0.486, -3.327, -3.412], [3.203, 1.432, 4.547], [-4.626, -1.804, 3.518], [3.495, 0.984, 1.856], [-0.915, 2.111, 5.774], [-2.054, -0.031, -4.697], [-4.152, -0.519, 3.220], [-1.598, 2.945, 0.351], [-0.199, -2.567, 2.192], [-0.168, -3.983, -2.203], [-2.855, -0.314, 2.797], [5.839, 0.710, -1.181], [5.308, -0.240, -2.244], [-3.448, -1.498, -3.217], [-3.811, -2.911, 3.385], [-2.067, 4.823, -1.731], [-2.714, 3.782, 0.336], [4.468, 1.528, 3.985], [1.170, -4.039, -3.880], [-4.817, 0.331, 3.299], [-0.280, -5.962, -3.063], [5.924, -1.138, -2.317], [-1.727, 1.838, 5.077], [-0.053, 4.296, 4.626], [1.757, 0.492, -1.793], [1.603, -5.047, -1.575], [6.872, 0.984, -1.401], [5.326, 1.784, 4.599], [3.350, 0.745, -4.408], [-0.272, -3.026, -4.137], [-3.072, -2.390, -3.724], [-1.273, 0.731, -4.707], [0.718, 0.254, 5.184], [-4.181, -3.907, 3.593], [3.226, 1.423, -1.955], [-3.687, -1.754, -2.185], [-1.710, -4.948, -3.362], [0.392, -4.808, -0.293], [-0.827, 1.315, 6.518], [5.810, 0.249, -0.192], [-1.203, 3.033, 6.284], [-2.129, 1.637, -2.559], [1.070, -2.456, -3.118], [5.595, 1.386, 2.159], [-2.502, 0.675, 2.515], [1.408, -3.449, -0.836], [-3.803, 1.235, -2.973], [-0.010, 0.788, 3.666], [-4.358, -1.163, -3.720], [-3.085, 0.618, -1.468], [0.811, -2.765, 1.859], [3.061, 1.630, 5.607], [-5.653, -1.934, 3.840], [1.777, 1.471, -4.017], [1.193, 3.526, 3.624], [-1.451, -5.658, -1.760], [-2.932, 0.358, -5.217], [-0.512, 3.144, 3.342], [5.257, 1.630, -1.128], [5.259, 0.215, -3.235], [1.936, -0.286, -4.166], [-1.688, -0.914, -5.226], [3.654, 0.828, 0.788]]}